{
  "formula": "C4H6Br2S",
  "method": "the ωB97M-V functional and the def2-TZVPD basis",
  "elements": ["C", "C", "C", "C", "S", "Br", "Br", "H", "H", "H", "H", "H", "H"],
  "positions_angstrom": [[0.2968, -0.6229, 2.0013], [-1.1629, 0.4312, -0.2812], [1.2240, 0.0736, -0.5340], [-0.1108, -0.1282, -1.1528], [0.6368, 0.5284, 2.9246], [1.7515, 1.8567, -0.0563], [-0.3289, -2.0909, -1.2656], [-0.0461, -1.6031, 1.7232], [-1.1672, 1.4925, 0.0552], [-0.8299, -0.1194, 0.6619], [-2.1824, 0.3213, -0.7450], [2.0546, -0.2688, -1.1628], [-0.1356, 0.1295, -2.1686]],
  "atomic_forces_ev_per_a": [[1.3, 0.0, -1.8], [-1.7, 0.1, 0.9], [0.7, -0.2, 0.7], [1.0, 0.4, 0.8], [0.1, 0.3, 0.5], [-0.5, -0.3, 0.1], [-0.1, 0.0, 0.0], [-0.1, -0.1, 0.3], [0.9, -0.4, -0.8], [-2.0, 0.6, -1.0], [0.8, -0.6, 1.0], [-0.2, -0.4, 0.6], [-0.2, 0.6, -1.5]],
  "charge": 0,
  "spin_multiplicity": 1,
  "de_lowest_ev": 5.369,
  "e_homo_ev": [-7.4531, -7.4336],
  "homo_lumo_gap_ev": [6.43, 6.41],
  "max_force_ev_per_a": 2.26
}